{
  "formula": "C9H16BN2O7V",
  "method": "ωB97M-V/def2-TZVPD",
  "symbols": ["C", "C", "O", "O", "C", "C", "N", "C", "C", "O", "C", "O", "C", "B", "N", "O", "C", "O", "O", "H", "H", "H", "H", "H", "H", "H", "H", "H", "H", "H", "H", "H", "H", "H", "H", "V"],
  "xyz": [[-2.4410, 2.8318, -1.8128], [-1.7504, 1.6930, -2.7502], [-1.2269, 2.0971, -3.8165], [-1.8378, 0.3318, -2.3139], [-0.6203, -0.4069, -2.5691], [0.5513, -0.1221, -1.5037], [0.6792, -1.0798, -0.3802], [1.6096, -0.6585, 0.6913], [2.7105, 0.4697, 0.2583], [2.2353, 1.8551, 0.4660], [2.4588, 2.2645, 1.8454], [2.0788, 3.4199, 2.2269], [-0.6038, -1.5581, 0.1730], [-0.4299, -2.7011, 1.3730], [-0.0888, -2.3708, 2.7887], [-0.6637, -4.0998, 1.0348], [-1.5553, -0.4043, 0.8394], [-1.3492, 0.8691, 0.8302], [-2.6811, -0.8647, 1.5315], [-1.8920, 2.9804, -0.8214], [-2.4190, 3.8275, -2.4035], [-3.5600, 2.5760, -1.6869], [-0.1902, -0.1903, -3.6256], [-0.9246, -1.5270, -2.6112], [0.3665, 0.9603, -1.1067], [1.5336, -0.1870, -2.1218], [2.2562, -1.5461, 1.0727], [1.0650, -0.1917, 1.6274], [3.5845, 0.3407, 1.0147], [3.1731, 0.2927, -0.7719], [2.9922, 1.6267, 2.6422], [-1.2796, -2.1095, -0.5954], [-0.8775, -1.9416, 3.3037], [0.0550, -3.2891, 3.2649], [-1.5942, -4.2911, 1.3416], [0.6354, 1.1031, 2.5653]],
  "homo_ev": -15.756,
  "charge": 2,
  "orbital_gap_ev": 3.15,
  "total_energy_ev": -53240.34069,
  "largest_force_ev_per_a": 8.46
}

{
  "formula": "C47H55F5N8O15",
  "method": "ωB97M-V/def2-TZVPD",
  "symbols": ["C", "C", "O", "C", "O", "O", "F", "H", "H", "H", "C", "C", "O", "C", "O", "O", "F", "H", "H", "H", "C", "C", "O", "C", "O", "O", "F", "H", "H", "H", "C", "C", "O", "C", "O", "O", "F", "H", "H", "H", "C", "C", "O", "C", "O", "O", "F", "H", "H", "H", "N", "C", "C", "C", "C", "H", "H", "H", "H", "H", "N", "C", "C", "C", "C", "H", "H", "H", "H", "H", "N", "C", "C", "C", "C", "H", "H", "H", "H", "H", "N", "C", "C", "C", "C", "H", "H", "H", "H", "H", "N", "C", "C", "C", "C", "H", "H", "H", "H", "H", "N", "C", "C", "C", "C", "H", "H", "H", "H", "H", "N", "C", "C", "C", "C", "H", "H", "H", "H", "H", "N", "C", "C", "C", "C", "H", "H", "H", "H", "H"],
  "xyz": [[2.6200, 5.5757, 7.9830], [1.7843, 6.8766, 8.0820], [0.6493, 6.5730, 7.2583], [0.5481, 5.2019, 6.9732], [-0.3461, 4.5573, 6.3438], [1.8000, 4.6685, 7.3039], [2.5085, 7.7601, 7.4368], [2.9151, 5.1696, 8.9505], [3.5452, 5.6221, 7.4085], [1.6360, 7.2704, 9.0875], [1.4423, -1.8583, 8.9474], [2.7149, -2.1008, 8.1694], [2.8181, -3.4448, 8.3692], [2.3359, -3.6892, 9.5581], [2.4836, -4.8540, 10.0628], [1.5520, -2.7053, 10.0392], [3.5827, -1.3401, 8.6732], [0.6972, -2.2210, 8.2393], [1.2612, -0.7983, 9.1254], [2.7031, -1.9297, 7.0930], [1.8431, -4.1732, -9.9861], [1.5868, -5.6176, -9.8421], [1.9333, -5.8822, -8.4347], [2.5466, -4.8118, -7.9143], [2.7670, -4.6889, -6.7299], [2.7663, -3.9453, -8.8402], [2.4136, -6.1634, -10.7067], [0.9433, -3.5931, -9.7815], [2.1957, -3.8954, -10.9794], [0.6825, -6.0763, -10.2421], [5.8016, -7.7160, 3.5909], [5.8776, -6.2157, 3.3413], [4.6338, -5.8135, 3.0018], [3.7916, -6.8375, 2.7135], [2.6174, -6.7472, 2.3354], [4.4859, -8.0212, 3.0593], [6.6625, -6.0601, 2.2366], [5.9147, -7.9287, 4.6539], [6.6545, -8.2263, 3.1434], [6.2522, -5.5818, 4.1450], [-8.4026, 2.2214, -6.2463], [-7.2042, 2.5851, -5.3381], [-6.2368, 2.8384, -6.3154], [-6.4322, 1.9853, -7.3754], [-5.6915, 1.9268, -8.3274], [-7.7086, 1.5533, -7.3368], [-6.7133, 1.5804, -4.5721], [-8.8894, 3.1144, -6.6383], [-9.1709, 1.6276, -5.7512], [-7.2781, 3.5157, -4.7753], [-4.6425, -3.9299, 8.9508], [-5.0680, -2.8170, 9.7564], [-5.0758, -1.7680, 8.9423], [-4.7598, -2.1564, 7.5724], [-4.5309, -3.5298, 7.6267], [-4.3513, -4.8504, 9.2473], [-5.1157, -2.9985, 10.8200], [-5.2597, -0.7146, 9.0938], [-4.8809, -1.6388, 6.6323], [-4.1602, -4.2388, 6.9013], [8.0470, -1.8296, -5.3551], [8.3346, -2.5924, -4.2584], [9.2130, -3.6015, -4.6126], [9.6608, -3.3246, -5.9094], [8.9316, -2.2167, -6.2940], [7.2839, -1.1696, -5.4026], [7.9178, -2.6580, -3.2643], [9.4000, -4.4478, -3.9682], [10.3437, -3.9256, -6.4915], [8.9040, -1.7380, -7.2617], [-2.8875, 8.4239, -2.2456], [-1.6438, 8.7039, -2.7645], [-0.7360, 8.1204, -1.8573], [-1.4165, 7.5891, -0.8051], [-2.7525, 7.7952, -1.0552], [-3.7609, 8.7603, -2.6254], [-1.5461, 9.2128, -3.7121], [0.3260, 8.1051, -2.0529], [-0.9978, 6.9669, -0.0280], [-3.6226, 7.7126, -0.4208], [-6.8533, -3.5263, 0.2944], [-6.2198, -4.7330, 0.0924], [-7.1857, -5.6717, -0.2053], [-8.3878, -5.0433, -0.1204], [-8.2207, -3.6981, 0.1964], [-6.5393, -2.5885, 0.4994], [-5.1399, -4.7350, 0.0829], [-7.2151, -6.7251, -0.4417], [-9.3338, -5.4526, -0.4428], [-8.9832, -2.9359, 0.2597], [4.0567, 4.2154, -10.4081], [3.2342, 3.6824, -9.4915], [2.5211, 2.6612, -10.1246], [3.0609, 2.4235, -11.4104], [3.9623, 3.5328, -11.5624], [4.5999, 5.0571, -10.2789], [3.2500, 4.2039, -8.5459], [1.8132, 2.0043, -9.6411], [2.7822, 1.6323, -12.0906], [4.5246, 3.8700, -12.4206], [-10.4057, 2.2735, 2.9394], [-10.4082, 3.1184, 1.8533], [-9.1751, 3.7245, 1.8921], [-8.3630, 3.2382, 2.9850], [-9.2158, 2.3261, 3.5757], [-11.1186, 1.5873, 3.1417], [-11.2767, 3.2980, 1.2370], [-9.0006, 4.4732, 1.1335], [-7.3223, 3.4455, 3.1858], [-9.0672, 1.7117, 4.4514], [6.8478, 1.5428, 2.2522], [7.2136, 2.8218, 2.4797], [8.5061, 2.8053, 2.9914], [8.7979, 1.5059, 3.2800], [7.7358, 0.7856, 2.9150], [6.0555, 1.1960, 1.7306], [6.6038, 3.6348, 2.1142], [9.0072, 3.6659, 3.4093], [9.7764, 1.2003, 3.6198], [7.4893, -0.2634, 2.8421], [0.1786, -0.9087, 0.3787], [0.7723, -0.6026, -0.8514], [0.0765, 0.3612, -1.5882], [-0.8594, 0.8462, -0.6333], [-0.8782, -0.0218, 0.3819], [0.4163, -1.6865, 0.9776], [1.4877, -1.3323, -1.2008], [0.3651, 0.7375, -2.5586], [-1.4428, 1.7495, -0.7340], [-1.5703, 0.0624, 1.2067]],
  "homo_ev": -7.852,
  "charge": 0,
  "orbital_gap_ev": 7.88,
  "total_energy_ev": -105842.56718,
  "largest_force_ev_per_a": 8.79
}

{
  "formula": "C2H4N4",
  "method": "ωB97M-V/def2-TZVPD",
  "symbols": ["C", "C", "N", "N", "N", "N", "H", "H", "H", "H"],
  "xyz": [[-1.2156, 0.0466, -0.3878], [0.4736, -0.0988, 0.5290], [1.6325, -2.0141, -0.5571], [1.2458, 2.1669, 0.1589], [1.1182, -1.1707, -0.0889], [1.0182, 1.0967, 0.2632], [-1.8416, -0.3701, 0.3720], [-1.2759, 1.1831, -0.6306], [-1.0764, -0.6076, -1.1881], [-0.0788, -0.2320, 1.5294]],
  "homo_ev": -23.463,
  "charge": 2,
  "orbital_gap_ev": 11.57,
  "total_energy_ev": -8073.73684,
  "largest_force_ev_per_a": 5.08
}

{
  "formula": "C4H5NO2",
  "method": "ωB97M-V/def2-TZVPD",
  "symbols": ["C", "O", "N", "C", "C", "C", "O", "H", "H", "H", "H", "H"],
  "xyz": [[-0.3464, -2.2725, -0.3415], [-0.8185, -1.2809, -1.2401], [-1.3885, -0.1835, -0.5390], [-0.5860, 0.7340, -0.3706], [0.2146, 1.7671, -0.2146], [0.8942, 2.0562, 1.0660], [0.6529, 1.4973, 2.1117], [0.3562, -1.8487, 0.3907], [-1.1683, -2.7801, 0.1774], [0.1795, -2.9820, -0.9850], [0.3636, 2.4270, -1.0633], [1.6468, 2.8662, 1.0082]],
  "homo_ev": -9.988,
  "charge": 0,
  "orbital_gap_ev": 9.73,
  "total_energy_ev": -9810.11493,
  "largest_force_ev_per_a": 0.75
}

charge of number 3 (C2H4N4)?
+2

What is the charge in the fourth record?
0

Which value of charge does entry 3 give?
+2